# 1
Formula: H6OSi2
Source: the Open Molecules 2025 dataset
Level of theory: ωB97M-V with the def2-TZVPD basis set

Results
highest occupied orbital energy	-8.185	eV
Kohn-Sham gap	7.766	eV

Last column: natural (NBO) charge in e.
Atoms and positions in Å:
1 O -0.202 -0.715 0.115  -1.09
2 Si -0.921 0.162 1.214  1.25
3 Si 1.575 0.773 -1.403  0.52
4 H -0.434 -1.526 -0.171  0.50
5 H -2.448 0.358 0.602  -0.24
6 H -1.333 -0.400 2.497  -0.20
7 H -0.159 1.267 1.034  -0.20
8 H 1.007 0.057 -2.639  -0.27
9 H 2.915 0.024 -1.249  -0.27


# 2
Formula: H70O41SV
Source: the Open Molecules 2025 dataset
Level of theory: ωB97M-V with the def2-TZVPD basis set

Results
charge	-1
highest occupied orbital energy	-7.501	eV
Kohn-Sham gap	7.944	eV

Last column: Mulliken charge in e.
Atoms and positions in Å:
1 O 1.682 4.034 0.150  -0.61
2 V 1.623 3.147 1.522  0.72
3 O 0.445 3.732 2.438  -0.49
4 S 0.313 0.373 0.050  2.05
5 O 0.479 1.674 0.726  1.24
6 O 0.183 -0.694 1.060  0.77
7 O -0.836 0.419 -0.849  0.02
8 O 1.479 0.090 -0.765  -1.66
9 O 3.667 -0.704 -3.892  -0.77
10 H 3.026 -0.020 -3.697  0.11
11 H 4.310 -0.276 -4.458  0.33
12 O 2.004 1.158 -3.130  -0.37
13 H 1.742 2.069 -2.996  0.40
14 H 1.719 0.707 -2.335  -0.21
15 O -5.845 2.297 -0.206  -0.70
16 H -4.932 2.010 -0.220  0.22
17 H -5.920 2.894 -0.950  0.29
18 O 0.394 -3.748 4.478  -0.55
19 H 0.857 -3.723 5.316  0.24
20 H 1.052 -4.044 3.849  0.25
21 O -3.707 0.733 -0.425  0.48
22 H -2.761 0.607 -0.346  -0.27
23 H -4.072 -0.150 -0.370  0.29
24 O 5.110 -2.832 -2.312  -0.58
25 H 5.978 -2.433 -2.254  0.26
26 H 4.623 -2.264 -2.910  0.28
27 O 2.896 4.833 2.248  -0.42
28 H 2.916 4.894 3.203  0.25
29 H 3.538 5.479 1.953  0.26
30 O 2.644 2.008 3.097  -0.59
31 H 2.863 2.077 4.026  0.26
32 H 2.696 1.071 2.908  0.27
33 O 2.663 -3.760 1.575  -0.66
34 H 3.540 -4.124 1.456  0.31
35 H 2.685 -2.922 1.112  0.17
36 O -0.521 0.592 -5.370  -0.58
37 H -0.815 -0.270 -5.663  0.25
38 H -1.252 1.177 -5.571  0.27
39 O 3.204 -1.359 0.359  -0.70
40 H 2.482 -0.772 0.135  0.24
41 H 3.941 -1.044 -0.165  0.19
42 O 3.249 -0.712 2.854  -0.56
43 H 3.398 -0.992 1.951  0.45
44 H 4.094 -0.834 3.286  0.18
45 O -3.446 4.850 1.467  -0.62
46 H -2.682 4.414 1.088  0.28
47 H -3.114 5.266 2.263  0.32
48 O 1.322 -4.591 -1.382  -0.76
49 H 1.379 -3.750 -1.835  0.25
50 H 0.772 -4.416 -0.619  0.49
51 O -1.580 3.280 0.128  -0.41
52 H -1.313 2.362 0.185  -0.08
53 H -1.256 3.571 -0.724  0.08
54 O 0.668 -0.249 3.725  -0.29
55 H 1.598 -0.439 3.603  0.11
56 H 0.307 -0.237 2.839  -0.03
57 O -4.971 0.967 2.588  -0.71
58 H -4.798 0.081 2.905  0.31
59 H -5.138 0.859 1.652  0.27
60 O -3.821 -2.033 -0.231  -0.81
61 H -3.062 -2.058 -0.815  0.39
62 H -3.448 -1.895 0.640  0.37
63 O -2.627 2.383 3.458  -0.74
64 H -3.426 2.088 3.020  0.40
65 H -2.162 2.891 2.793  0.20
66 O -5.506 -0.527 -3.323  -0.68
67 H -5.857 -1.130 -2.668  0.33
68 H -4.901 0.032 -2.835  0.30
69 O 1.755 -2.073 -2.415  -0.02
70 H 2.407 -1.713 -3.016  0.34
71 H 1.654 -1.401 -1.740  0.07
72 O -2.367 -4.884 0.042  -0.69
73 H -3.154 -4.339 0.045  0.35
74 H -1.645 -4.264 0.141  0.25
75 O 5.173 0.079 -0.676  -0.55
76 H 5.684 0.038 -1.484  0.16
77 H 5.674 0.662 -0.105  0.29
78 O 0.669 3.969 -2.785  -0.61
79 H -0.070 3.362 -2.735  0.12
80 H 0.267 4.838 -2.772  0.35
81 O -0.386 1.923 5.015  -0.75
82 H 0.020 1.121 4.685  0.34
83 H -1.165 2.038 4.470  0.43
84 O 2.090 1.776 -5.998  -0.65
85 H 1.477 1.079 -5.766  0.33
86 H 2.644 1.875 -5.224  0.30
87 O -2.185 -1.430 2.091  -0.60
88 H -1.830 -1.251 2.961  0.05
89 H -1.476 -1.201 1.490  0.29
90 O -1.204 1.690 -3.017  -0.38
91 H -0.646 1.341 -3.712  0.35
92 H -1.021 1.133 -2.260  -0.09
93 O -0.153 -3.116 -4.171  -0.68
94 H 0.505 -2.735 -3.589  0.40
95 H -0.328 -3.981 -3.802  0.33
96 O 0.103 -3.410 0.867  -0.44
97 H 1.024 -3.626 1.014  0.33
98 H 0.045 -2.471 1.048  -0.18
99 O -3.728 2.972 -3.442  -0.66
100 H -3.118 2.474 -2.898  0.29
101 H -3.301 3.820 -3.566  0.28
102 O -1.607 -1.782 -1.781  -0.72
103 H -1.340 -1.775 -2.701  0.18
104 H -1.312 -0.937 -1.440  0.28
105 O -2.389 -4.461 3.776  -0.61
106 H -1.519 -4.071 3.689  0.33
107 H -2.414 -4.793 4.674  0.27
108 O -1.101 -1.388 5.700  -0.67
109 H -0.516 -1.289 4.949  0.29
110 H -0.848 -0.684 6.297  0.32
111 O 3.284 1.936 -0.037  -0.77
112 H 4.016 1.325 -0.122  0.28
113 H 2.559 1.506 -0.491  0.19


# 3
Formula: H7N3P2
Source: the Open Molecules 2025 dataset
Level of theory: ωB97M-V with the def2-TZVPD basis set

Results
highest occupied orbital energy	-8.580	eV
Kohn-Sham gap	8.976	eV

Last column: natural (NBO) charge in e.
Atoms and positions in Å:
1 N -0.906 -1.451 0.208  -0.68
2 N 0.213 -1.769 -0.455  -0.27
3 N 1.409 -0.942 0.016  -0.82
4 P 1.198 0.654 -0.205  0.51
5 P -1.553 0.138 -0.238  0.80
6 H 0.147 -1.564 -1.405  0.31
7 H 1.664 -1.427 0.816  0.39
8 H 2.486 1.051 -0.040  -0.02
9 H 0.975 1.243 1.014  -0.08
10 H -2.812 0.002 0.151  -0.04
11 H -1.586 0.107 -1.617  -0.04
12 H -1.474 1.497 0.042  -0.05


# 4
Formula: H7NO3Si2
Source: the Open Molecules 2025 dataset
Level of theory: ωB97M-V with the def2-TZVPD basis set

Results
highest occupied orbital energy	-8.975	eV
Kohn-Sham gap	9.316	eV

Last column: natural (NBO) charge in e.
Atoms and positions in Å:
1 N -0.494 1.570 -0.190  -1.11
2 O 1.781 0.377 0.722  -1.30
3 O -2.131 -0.539 0.841  -1.11
4 O 0.091 -1.438 -0.342  -1.27
5 Si 1.815 -0.955 0.018  1.68
6 Si -1.149 -0.627 -0.403  2.11
7 H -0.703 2.374 0.293  0.39
8 H -0.428 1.862 -1.150  0.38
9 H 0.399 1.236 0.219  0.46
10 H -1.768 -0.259 1.700  0.53
11 H 1.799 -1.984 1.117  -0.30
12 H 2.522 -1.479 -1.134  -0.25
13 H -1.734 -0.138 -1.694  -0.22